(1)
C30H27HgN4O2S2 | the ωB97M-V functional and the def2-TZVPD basis

Geometry as XYZ:
```
66
Properties=species:S:1:pos:R:3:forces:R:3:nbo_charge:R:1
Hg 1.33772 1.20486 0.36484 0.1681 -0.0016 -0.2607 1.22
S -1.27752 4.67433 1.80350 -0.1029 0.1482 0.0833 0.41
C -0.64289 3.88259 3.17260 0.0317 -0.0231 0.0254 -0.43
C 0.15424 2.83717 2.81728 0.0055 -0.0293 -0.0874 -0.28
C 0.27609 2.65157 1.40540 -0.3844 0.2864 0.2993 -0.46
C -0.46398 3.59422 0.73379 0.0862 -0.0714 -0.3058 -0.30
C -0.60718 3.75279 -0.73468 0.0488 -0.0407 0.3202 0.19
C -1.38707 4.75720 -1.30743 -0.0668 0.0484 -0.0339 -0.25
C -1.46892 4.83993 -2.68474 -0.0018 0.0232 -0.0099 -0.16
C -0.76911 3.93080 -3.46487 0.0087 -0.0067 0.0173 -0.28
C -0.01294 2.97091 -2.81238 -0.0131 0.0032 0.0286 0.05
N 0.06116 2.88231 -1.48981 0.0971 -0.1029 -0.0646 -0.46
H -0.89410 4.22642 4.16353 0.0012 -0.0090 0.0066 0.23
H 0.62887 2.19174 3.54270 0.0145 -0.0303 0.0142 0.22
H -1.92140 5.46320 -0.68507 0.0041 -0.0122 -0.0016 0.22
H -2.07003 5.61331 -3.14596 -0.0031 -0.0032 -0.0016 0.22
H -0.80046 3.96460 -4.54494 -0.0066 0.0076 -0.0041 0.22
H 0.56288 2.23778 -3.36791 -0.0101 -0.0183 -0.0020 0.21
C 3.72483 2.07957 4.06086 0.0109 0.0002 0.0064 -0.71
C 3.44935 0.78048 3.34379 -0.1262 -0.0737 0.0899 0.68
O 3.85372 0.56578 2.21728 0.0230 0.0142 -0.0529 -0.63
N 2.69876 -0.12572 4.03965 0.1070 0.0642 -0.0905 -0.61
C 2.21196 -1.35053 3.43380 -0.0529 0.0007 0.0567 -0.26
C 0.70293 -1.36456 3.36537 0.0239 -0.0307 -0.0173 0.20
C -0.05584 -2.27325 4.09076 -0.0006 0.0027 -0.0549 -0.26
C -1.43872 -2.21110 3.99404 -0.0056 -0.0410 0.0287 -0.16
C -2.01175 -1.24541 3.18637 0.0111 0.0384 -0.0510 -0.26
C -1.17197 -0.38032 2.49600 -0.0010 -0.0305 0.0108 0.06
N 0.15038 -0.43810 2.58396 0.0741 0.0034 0.0002 -0.46
H 3.03429 2.83422 3.68064 0.0036 0.0008 -0.0158 0.25
H 4.73683 2.39750 3.82286 0.0027 0.0100 0.0128 0.24
H 3.60453 2.00531 5.14149 -0.0010 -0.0003 -0.0007 0.21
H 2.33801 0.14647 4.93794 -0.0018 -0.0249 -0.0015 0.39
H 2.57135 -2.22431 3.98190 0.0122 0.0305 0.0308 0.19
H 2.63179 -1.38167 2.42832 -0.0211 0.0057 -0.0096 0.26
H 0.43057 -3.01502 4.71097 -0.0080 -0.0008 0.0068 0.22
H -2.05747 -2.90833 4.54473 -0.0008 0.0041 0.0016 0.22
H -3.08480 -1.15927 3.08231 0.0006 -0.0065 0.0089 0.22
H -1.56871 0.38522 1.83793 -0.0043 -0.0043 0.0067 0.22
N 3.34626 0.56702 -1.80803 0.0843 -0.4205 -0.2444 -0.73
C 2.45643 0.14772 -1.08009 0.1746 0.2187 0.0531 -0.19
H 3.82232 1.46786 -1.70900 -0.0996 0.0308 0.1450 0.36
O -0.59899 -0.56184 -0.52850 -0.0485 -0.2743 -0.0709 -1.02
S 0.02070 -1.76866 -1.17236 0.1135 0.3349 0.3541 1.30
C -1.29082 -2.99024 -1.22804 -0.0820 -0.0014 -0.0650 -0.17
C -2.50617 -2.69378 -0.63879 -0.0368 -0.0845 -0.0246 -0.24
C -3.50612 -3.66076 -0.63766 0.0084 0.0407 0.0207 -0.20
C -3.28075 -4.90074 -1.21452 0.0441 -0.0005 -0.0186 -0.21
C -2.04918 -5.18626 -1.79591 -0.0210 -0.0027 0.0103 -0.19
C -1.04621 -4.23217 -1.79926 -0.0367 -0.0027 0.0140 -0.24
C 0.10341 -1.41073 -2.91531 -0.0401 0.0148 -0.1045 -0.28
C 1.15930 -1.91667 -3.65261 -0.0131 0.0170 -0.0708 -0.14
C 1.23346 -1.62333 -5.00845 0.0038 0.0015 0.0371 -0.22
C 0.26943 -0.81717 -5.59556 -0.0111 0.0009 0.0155 -0.20
C -0.77142 -0.29522 -4.83363 0.0073 0.0161 0.0101 -0.20
C -0.85819 -0.58719 -3.48223 0.0598 -0.0536 -0.0498 -0.20
H -2.65062 -1.71838 -0.19310 0.0083 0.0095 -0.0017 0.25
H -4.46335 -3.44065 -0.18249 -0.0032 -0.0042 -0.0022 0.21
H -4.06110 -5.65036 -1.21138 -0.0066 0.0009 0.0027 0.22
H -1.86978 -6.15459 -2.24439 -0.0139 -0.0067 0.0021 0.22
H -0.08460 -4.45065 -2.24888 0.0097 0.0162 0.0006 0.22
H 1.92998 -2.50324 -3.16815 -0.0005 0.0081 0.0119 0.22
H 2.05702 -2.00528 -5.59689 -0.0018 0.0033 -0.0062 0.22
H 0.33633 -0.58090 -6.64967 -0.0073 0.0017 -0.0043 0.21
H -1.51238 0.34644 -5.29309 -0.0005 0.0014 -0.0119 0.21
H -1.64036 -0.17293 -2.85882 -0.0140 0.0038 0.0080 0.24
```
Positions in Å, forces in eV/Å.

Output
Expectation value of S²: 0.75
Spin multiplicity: 2
Orbital gap (alpha / beta) (eV): 6.17 / 8.59

=====

(2)
C30H27N3O4S3V | the ωB97M-V functional and the def2-TZVPD basis

Geometry as XYZ:
```
68
Properties=species:S:1:pos:R:3:forces:R:3:nbo_charge:R:1
V -0.08624 -0.59628 0.06708 0.2565 0.3781 -0.0914 1.11
S 0.30652 3.13918 1.97525 -0.0356 -0.0235 0.0223 -0.22
C 1.41333 2.92744 0.73285 0.0046 -0.0744 -0.1012 -0.22
C 2.71891 3.53170 0.92541 0.0079 0.0599 -0.0089 0.27
N 3.74444 4.02113 1.10358 0.0034 0.0070 0.0085 -0.34
C 1.24376 2.23639 -0.46243 0.0016 -0.0418 0.1349 -0.45
S -0.26092 1.44484 -0.84303 0.0481 -0.2506 0.1231 0.17
C 2.29773 2.11579 -1.40935 0.0295 0.0745 0.0139 0.28
N 3.14471 2.02526 -2.18698 0.0042 -0.0247 -0.0144 -0.36
O 0.11063 -0.73173 3.95328 0.1698 -0.0474 -0.1081 -0.57
C 0.71211 -0.41825 2.96013 0.0237 0.2764 -0.0159 0.81
O 0.06402 -0.29261 1.77794 -0.4280 -0.2093 0.0121 -0.65
C 2.13146 -0.02406 2.85907 0.0269 -0.0366 -0.0106 -0.21
C 2.72887 0.49595 4.00557 -0.0626 0.0135 -0.0375 -0.14
C 4.01003 1.00707 3.95918 0.0661 -0.0120 -0.1451 -0.23
C 4.70388 0.98849 2.75036 -0.0452 -0.0138 0.1307 -0.18
C 4.13168 0.44098 1.61801 -0.0455 -0.0408 -0.0137 -0.17
C 2.83520 -0.08285 1.64703 0.1065 0.0283 0.1193 -0.14
S 2.26103 -0.87281 0.18470 -0.2149 -0.1324 -0.0913 -0.01
H 2.14383 0.52423 4.91525 0.0033 -0.0001 0.0059 0.23
H 4.45717 1.44141 4.84328 0.0043 0.0027 -0.0057 0.21
H 5.69723 1.41438 2.68790 -0.0162 0.0149 0.0009 0.21
H 4.67459 0.42798 0.68163 -0.0017 0.0007 -0.0045 0.23
O 0.57230 -3.23927 -2.92890 -0.1395 0.0683 0.0401 -0.57
C 0.32018 -3.01259 -1.77099 0.2701 -0.0890 0.0772 0.79
O 0.20514 -1.78466 -1.29472 -0.0919 0.0961 -0.0842 -0.69
C 0.10511 -4.12472 -0.77952 -0.0840 0.0350 -0.0058 -0.08
C 0.16173 -3.93311 0.59519 -0.0261 0.0073 -0.0162 -0.20
C -0.11784 -4.98206 1.45953 0.0081 0.0000 0.0100 -0.21
C -0.45671 -6.22800 0.95150 -0.0009 0.0036 -0.0090 -0.21
C -0.49625 -6.42810 -0.42342 0.0025 0.0110 -0.0057 -0.23
C -0.20990 -5.38144 -1.28469 -0.0083 -0.0317 0.0094 -0.18
H 0.45048 -2.97127 0.99940 0.0006 -0.0473 0.0211 0.22
H -0.06980 -4.82192 2.52912 0.0014 0.0027 -0.0019 0.22
H -0.68347 -7.04462 1.62569 0.0005 0.0004 0.0003 0.21
H -0.75615 -7.40052 -0.82289 0.0011 -0.0026 0.0000 0.21
H -0.24085 -5.50902 -2.35870 -0.0004 -0.0005 -0.0013 0.23
C -2.94627 -0.97697 -4.88551 -0.0014 0.0155 -0.0002 -0.63
C -2.95902 -1.66254 -3.54649 0.0220 0.0379 0.0108 0.01
C -3.37686 -2.97947 -3.42210 -0.0025 -0.0182 -0.0150 -0.23
C -3.32135 -3.64514 -2.20059 -0.0035 -0.0238 -0.0150 0.00
C -3.75774 -5.08208 -2.09327 0.0127 -0.0173 0.0164 -0.63
C -2.84766 -2.96725 -1.08812 -0.0272 0.0474 0.0106 -0.22
C -2.44342 -1.63770 -1.18968 -0.0051 -0.0414 0.0221 0.13
C -2.49696 -0.99455 -2.41625 -0.0399 -0.0254 -0.0319 -0.19
N -1.93388 -0.93584 -0.05319 0.1751 0.0074 0.0495 -0.56
C -2.96976 -0.56960 0.99551 -0.0121 0.0038 0.0046 0.12
C -2.86508 -1.53786 2.17566 -0.0084 -0.0031 0.0096 -0.62
C -2.74078 0.86628 1.46612 -0.0160 0.0526 0.0129 -0.62
C -4.39409 -0.62299 0.42429 0.0638 -0.0008 -0.0493 -0.62
H -3.69167 -1.40284 -5.55777 0.0031 -0.0101 0.0038 0.21
H -1.96697 -1.08600 -5.35637 0.0023 -0.0050 0.0070 0.23
H -3.14327 0.09043 -4.78424 0.0001 -0.0018 0.0022 0.22
H -3.73143 -3.50901 -4.30125 0.0005 -0.0026 0.0088 0.20
H -3.28982 -5.69222 -2.86828 -0.0002 0.0098 -0.0018 0.22
H -4.83993 -5.17345 -2.21159 -0.0012 0.0031 -0.0004 0.21
H -3.48458 -5.50282 -1.12550 -0.0014 0.0069 -0.0048 0.22
H -2.76404 -3.48195 -0.13918 0.0017 0.0014 0.0205 0.21
H -2.14542 0.02742 -2.49239 -0.0069 0.0077 0.0099 0.22
H -1.89448 -1.46942 2.66318 -0.0046 -0.0106 -0.0130 0.24
H -3.04030 -2.56755 1.86016 0.0102 -0.0139 -0.0192 0.20
H -3.62727 -1.27925 2.91479 0.0021 0.0002 -0.0058 0.21
H -1.76693 1.02308 1.91920 -0.0366 0.0237 -0.0038 0.25
H -3.50566 1.11023 2.20618 0.0093 0.0114 0.0160 0.21
H -2.83355 1.56537 0.63379 -0.0109 -0.0112 0.0109 0.22
H -4.71360 -1.62969 0.16259 0.0246 -0.0435 -0.0162 0.21
H -4.48749 0.00906 -0.46031 0.0030 -0.0073 0.0034 0.22
H -5.07159 -0.24077 1.18894 0.0074 0.0054 0.0000 0.21
```
Positions in Å, forces in eV/Å.

Output
Total charge: -1
Orbital gap (alpha / beta) (eV): 5.86 / 5.84

=====

(3)
C30H27N6O4S4Ti | the ωB97M-V functional and the def2-TZVPD basis

Geometry as XYZ:
```
72
Properties=species:S:1:pos:R:3:forces:R:3:lowdin_charge:R:1
Ti -1.14080 -0.31634 0.69516 -0.0290 -0.0347 -0.1232 0.95
O -4.54309 2.45853 1.45853 -0.0368 0.0437 0.0043 0.05
C -3.84245 3.50173 1.93866 -0.0135 -0.0194 -0.0209 -0.26
C -4.54229 4.68269 2.19618 0.0002 0.0093 0.0076 -0.03
C -3.88537 5.79573 2.68120 -0.0004 -0.0016 0.0019 -0.11
C -2.51367 5.75684 2.91919 0.0022 -0.0010 0.0004 -0.11
C -1.81886 4.58958 2.66680 -0.0027 0.0039 0.0001 -0.04
C -2.46011 3.44935 2.18121 0.0039 -0.0170 0.0063 -0.07
C -1.68818 2.21312 1.92723 0.0041 0.0281 0.0123 -0.42
O -2.32666 1.15189 1.51147 -0.0425 -0.0051 0.0212 -0.21
N -0.40684 2.19063 2.14032 0.0239 -0.0091 0.0031 0.09
N 0.04724 0.92965 1.81830 0.0479 0.0519 0.1010 -0.14
C 1.26126 0.60444 2.22491 -0.0121 -0.0253 -0.0152 -0.10
C 1.62179 -0.74216 2.01992 -0.0319 0.0248 -0.0030 -0.28
C 2.86677 -1.29297 2.38649 0.0101 -0.0007 0.0103 -0.06
C 3.09315 -2.62791 2.21809 -0.0129 0.0026 0.0029 -0.11
C 2.06681 -3.42809 1.67952 0.0055 -0.0034 0.0024 -0.08
C 0.89480 -2.82307 1.30798 0.0116 0.0034 0.0067 -0.17
N 0.63977 -1.50964 1.45090 -0.0374 0.0087 -0.0144 0.03
H -3.89762 1.73027 1.29507 0.0137 -0.0174 0.0074 0.06
H -5.60608 4.69551 1.99671 -0.0001 -0.0021 -0.0010 0.11
H -4.44430 6.70437 2.87162 -0.0012 -0.0006 -0.0003 0.09
H -1.99573 6.63012 3.29375 0.0003 -0.0003 -0.0002 0.09
H -0.75250 4.52761 2.83746 0.0017 -0.0007 0.0006 0.10
H 1.89558 1.32975 2.71873 0.0136 -0.0065 -0.0048 0.12
H 3.63300 -0.63499 2.77405 0.0006 -0.0008 -0.0038 0.11
H 4.05340 -3.05906 2.46765 0.0011 0.0014 -0.0011 0.10
H 2.20590 -4.48595 1.50744 -0.0023 0.0003 -0.0001 0.10
H 0.11455 -3.41120 0.83884 -0.0035 -0.0020 0.0019 0.10
C -2.09399 -3.60930 3.20597 -0.0066 -0.0031 0.0036 0.03
C -2.38714 -2.94696 1.89320 -0.0060 0.0324 0.0207 -0.50
O -2.33911 -1.71806 1.78917 0.0718 -0.0007 0.0039 -0.04
N -2.69912 -3.72058 0.84807 -0.0100 0.0045 -0.0216 0.10
C -2.94077 -3.15572 -0.47864 0.0139 -0.0193 0.0139 -0.11
C -1.67294 -3.00454 -1.27875 -0.0124 0.0150 0.0051 -0.28
C -1.37561 -3.91069 -2.27866 -0.0218 0.0039 0.0109 -0.03
C -0.17862 -3.79044 -2.97508 0.0192 0.0113 -0.0064 -0.05
C 0.68025 -2.76610 -2.64003 -0.0013 0.0020 0.0021 -0.04
C 0.30224 -1.89098 -1.63065 0.0134 0.0167 -0.0017 -0.12
N -0.84690 -1.99403 -0.95733 -0.0276 -0.0502 -0.0270 0.03
H -2.67368 -3.11099 3.98070 0.0000 -0.0014 0.0003 0.10
H -1.03685 -3.45150 3.42515 0.0005 0.0014 -0.0006 0.09
H -2.31162 -4.67615 3.20493 0.0016 -0.0001 -0.0019 0.08
H -2.65933 -4.71910 0.95842 0.0061 -0.0015 0.0019 0.15
H -3.41158 -2.18320 -0.34828 -0.0009 0.0022 -0.0102 0.06
H -3.63348 -3.81361 -1.00069 -0.0021 0.0023 -0.0016 0.13
H -2.08312 -4.69778 -2.50863 0.0093 -0.0043 -0.0098 0.11
H 0.07271 -4.48970 -3.76273 -0.0025 -0.0022 0.0015 0.11
H 1.63091 -2.59188 -3.12741 0.0077 0.0005 -0.0033 0.04
H 0.98358 -1.09710 -1.35274 0.0030 0.0018 0.0051 0.07
S -3.14403 0.22343 -1.29818 0.0279 -0.0039 0.0240 0.61
C -1.72283 1.06302 -1.70753 -0.0171 -0.0453 0.0737 -1.11
N -0.61167 0.91015 -1.02123 0.0256 0.0371 -0.0590 -0.10
C 0.44569 1.65538 -1.53255 -0.0034 -0.0188 0.0037 -0.29
C 1.75656 1.64151 -1.06918 0.0165 0.0068 0.0058 -0.03
C 2.69752 2.41637 -1.71932 -0.0019 0.0072 0.0016 -0.09
C 2.34743 3.20925 -2.81261 0.0038 -0.0114 0.0079 -0.10
C 1.04819 3.22088 -3.28902 -0.0102 0.0029 -0.0045 -0.10
C 0.10533 2.43152 -2.64507 0.0027 0.0093 -0.0093 -0.47
S -1.57548 2.18868 -3.03398 0.0022 0.0012 -0.0375 1.02
H 2.04390 1.00146 -0.24692 -0.0060 -0.0092 0.0030 0.08
H 3.72738 2.37769 -1.38751 -0.0008 0.0003 -0.0016 0.11
H 3.10482 3.79919 -3.31273 -0.0007 0.0028 -0.0024 0.10
H 0.77648 3.81462 -4.15238 0.0048 0.0010 -0.0010 0.10
C 5.99061 0.31762 -3.74267 0.0146 -0.0026 -0.0047 -0.17
O 5.51210 -0.27799 -2.54701 -0.0252 0.0144 0.0024 -0.28
C 4.22829 -0.72599 -2.50071 -0.0241 0.0220 0.0258 -1.37
S 3.23968 -0.57495 -3.85453 -0.0167 -0.0172 -0.0399 0.53
S 3.80297 -1.37306 -1.00219 0.0299 -0.0505 0.0282 0.54
H 7.02223 0.59488 -3.52902 0.0046 0.0050 -0.0023 0.08
H 5.40265 1.19737 -4.00764 0.0011 0.0005 -0.0008 0.06
H 5.94689 -0.38307 -4.57736 0.0024 0.0066 -0.0001 0.06
```
Positions in Å, forces in eV/Å.

Output
Expectation value of S²: 2.02
Total charge: -1
Spin multiplicity: 3
Orbital gap (alpha / beta) (eV): 5.23 / 5.95